Record 1
35
Properties=species:S:1:pos:R:3:nbo_charge:R:1 method="wB97M-V/def2-TZVPD" smiles="Cc1ccc(C)c(C(=O)CSc2nc(N)cc(=O)[nH]2)c1" homo_lumo_gap_ha=0.3226 charge=0 relative_energy_kcal_mol=234.89 lumo_energy_ev=0.157
C -1.018 -5.024 -0.571 -0.6252
C -1.284 -3.665 -0.614 -0.0200
C -2.548 -2.869 -0.017 -0.1505
C -2.704 -1.585 -0.023 -0.2034
C -1.701 -0.753 -0.750 0.0957
C -2.078 0.684 -0.508 -0.6867
C -0.576 -1.296 -1.129 -0.2008
C 0.417 -0.364 -1.561 0.5675
O 0.260 0.597 -2.440 -0.6066
C 1.770 -0.420 -1.149 -0.6570
S 2.018 -0.335 0.634 0.1547
C 1.602 1.582 0.839 0.4544
N 1.865 1.996 1.917 -0.5836
C 1.524 3.412 2.357 0.4755
N 1.554 3.779 3.521 -0.7050
C 1.307 4.162 1.280 -0.5418
C 1.096 3.810 -0.047 0.6901
O 1.237 4.250 -1.155 -0.5792
N 1.386 2.240 -0.325 -0.7488
C -0.323 -2.806 -1.063 -0.1621
H -0.100 -5.263 0.093 0.2310
H -1.802 -5.512 -0.379 0.2021
H -0.672 -5.258 -1.651 0.2272
H -2.998 -3.744 0.378 0.2059
H -3.459 -1.307 0.445 0.1943
H -2.981 0.849 0.120 0.2275
H -1.808 1.192 -1.375 0.2691
H -1.325 1.229 -0.003 0.2355
H 2.064 -1.517 -1.410 0.2599
H 2.475 0.199 -1.738 0.2606
H 1.613 4.642 3.710 0.3863
H 2.059 2.917 4.195 0.4241
H 1.239 5.135 1.456 0.2090
H 1.193 2.035 -1.422 0.4995
H 0.699 -2.992 -1.618 0.2010



Record 2
32
Properties=species:S:1:pos:R:3:nbo_charge:R:1 method="wB97M-V/def2-TZVPD" homo_lumo_gap_ha=0.2056 charge=0 relative_energy_kcal_mol=35.72 lumo_energy_ev=-1.105
C 3.241 0.197 -1.331 -0.2638
O 1.821 0.500 -1.397 -0.4385
C 0.936 -0.397 -1.115 0.4659
C -0.462 -0.111 -1.300 -0.1343
C -1.373 -1.187 -1.310 -0.1217
C -2.723 -0.959 -1.472 -0.2373
C -3.207 0.350 -1.631 0.0618
C -4.688 0.578 -1.733 -0.6415
C -2.296 1.417 -1.685 -0.2372
C -0.936 1.207 -1.539 -0.1251
H 3.738 1.154 -1.157 0.2098
H 3.472 -0.524 -0.527 0.2407
H 3.529 -0.211 -2.308 0.1956
H 1.226 -1.429 -0.870 0.2649
H -0.963 -2.197 -1.219 0.2336
H -3.433 -1.790 -1.472 0.2231
H -4.912 1.650 -1.772 0.2210
H -5.098 0.099 -2.631 0.2314
H -5.200 0.139 -0.867 0.2332
H -2.682 2.429 -1.847 0.2203
H -0.206 2.013 -1.640 0.2306
N 1.605 0.019 1.258 -0.5994
C 1.709 -1.285 1.703 0.5632
O 1.751 -2.230 0.881 -0.7651
C 1.790 -1.502 3.143 -0.3470
C 1.893 -0.439 3.999 -0.1680
C 1.937 0.869 3.475 -0.3712
C 1.834 1.022 2.084 0.0534
H 1.791 -2.551 3.443 0.2152
H 1.940 -0.610 5.082 0.2065
H 2.036 1.752 4.107 0.2082
H 1.929 2.027 1.650 0.1718



Record 3
30
Properties=species:S:1:pos:R:3:mulliken_spin:R:1 method="wB97M-V/def2-TZVPD" multiplicity=2 homo_lumo_gap_ha="0.0866 / 0.3021" charge=-1 relative_energy_kcal_mol=21.11 lumo_energy_ev="3.651 / 3.642"
C 2.001 -1.477 0.710 0.0801
C 0.376 -1.633 -2.653 -0.0652
C -0.746 -2.402 -2.340 0.2221
C 1.325 -1.355 -1.697 0.0646
C 1.228 -2.022 -0.449 0.0722
C -0.790 -3.161 -1.158 -0.0685
C 0.247 -3.000 -0.234 0.1019
H 0.517 -1.219 -3.651 -0.0164
H -1.626 -2.290 -2.967 0.0052
H 2.138 -0.683 -1.946 0.0316
H -1.628 -3.826 -0.992 -0.0750
H 2.634 -2.204 1.254 0.0187
H 1.390 -0.984 1.463 -0.0100
H 0.155 -3.470 0.737 0.0348
H 2.790 -0.767 0.432 -0.0275
C -1.251 0.016 1.627 -0.0706
C 0.775 3.227 0.901 0.2939
C 0.421 1.963 1.442 0.1607
C -0.145 3.911 0.104 -0.3275
C -0.855 1.382 1.160 0.2613
C -1.369 3.310 -0.186 0.2981
C -1.780 2.159 0.513 0.0283
H 1.769 3.617 1.075 0.0408
H 1.160 1.402 2.001 -0.0417
H 0.137 4.912 -0.207 -0.0865
H -2.082 3.830 -0.817 0.0355
H -0.370 -0.429 2.102 0.0103
H -1.667 -0.731 0.956 0.0177
H -2.806 1.836 0.357 -0.0013
H -1.949 0.089 2.463 0.0124



Record 4
30
Properties=species:S:1:pos:R:3:mulliken_spin:R:1 method="wB97M-V/def2-TZVPD" multiplicity=2 homo_lumo_gap_ha="0.0814 / 0.3252" charge=-1 relative_energy_kcal_mol=63.63 lumo_energy_ev="3.423 / 3.319"
C -0.220 2.051 3.547 0.1322
C -0.730 3.183 -0.523 1.4830
C -1.654 3.650 0.432 -1.2598
C 0.494 2.602 -0.093 -0.3915
C -1.391 3.384 1.799 1.4225
C 0.758 2.248 1.241 2.4136
C -0.233 2.567 2.118 -1.7887
H -0.781 3.324 -1.518 0.0542
H -2.604 4.219 0.144 -0.2987
H 1.309 2.374 -0.808 -1.4079
H -2.011 3.665 2.541 0.3260
H 1.685 1.795 1.449 0.1916
H -1.072 2.411 4.109 0.0313
H 0.655 2.363 4.250 -0.1134
H -0.367 0.974 3.721 -0.1172
C 1.042 -2.301 -3.571 0.2806
C -0.090 -3.805 -1.970 0.5324
C 0.694 -2.619 -2.109 -0.7044
C -0.498 -4.031 -0.664 -0.2101
C -0.178 -3.208 0.415 0.4107
C 0.925 -1.685 -1.049 0.9179
C 0.549 -2.083 0.279 -0.2305
H -0.405 -4.422 -2.819 0.0194
H -0.958 -5.033 -0.579 -0.0949
H 1.099 -2.976 -4.305 -0.0414
H 2.042 -1.626 -3.411 -0.0920
H -0.700 -3.454 1.508 -0.0329
H 1.417 -0.770 -1.331 -0.1087
H 0.712 -1.344 1.231 -0.1963
H 0.509 -1.452 -4.032 -0.1269



Maximum force for every record listed, in sequence, given in eV Å⁻¹: 13.3, 1.7, 1.9, 8.2.